A.
16
Properties=species:S:1:pos:R:3:mulliken_charge:R:1 method="wB97M-V/def2-TZVPD" charge=0 orbital_gap_ev=9.280
C 1.7826 0.0984 0.0335 -1.291
C 0.3524 0.5011 0.1601 0.395
C -0.7990 -1.4311 0.4320 -1.172
O 0.0317 1.1248 1.2622 -0.468
C -0.5705 0.8883 -0.9774 -0.155
O -1.8187 0.8296 -0.4116 -0.756
H 2.2656 0.7502 -0.7043 0.327
H 2.2958 0.1990 0.9918 0.349
H 1.8706 -0.9288 -0.3262 0.306
H -0.0667 -1.9398 -0.2015 0.280
H -0.5175 -1.5369 1.4833 0.282
H -1.7388 -1.9886 0.2903 0.406
H -0.9335 1.3452 1.0873 0.467
H -0.2907 1.9188 -1.2553 0.350
H -0.4093 0.2350 -1.8500 0.280
H -1.4772 -0.3269 0.0721 0.401


B.
16
Properties=species:S:1:pos:R:3:mulliken_charge:R:1 method="wB97M-V/def2-TZVPD" charge=0 smiles=CO[C@@H](C)CO orbital_gap_ev=11.123
C 1.8206 0.8891 0.2079 -0.764
O 0.4634 0.7072 0.5495 -0.410
C -0.2511 -0.1989 -0.2816 0.451
C 0.0451 -1.6371 0.1395 -1.211
C -1.7185 0.2119 -0.1460 -0.670
O -1.8611 1.5912 -0.3836 -0.532
H 2.3920 -0.0533 0.2040 0.279
H 1.9241 1.3679 -0.7787 0.309
H 2.2555 1.5419 0.9711 0.255
H 0.0518 -0.0429 -1.3288 0.325
H 1.1277 -1.7456 0.2530 0.312
H -0.3016 -2.3757 -0.5958 0.351
H -0.4237 -1.8507 1.1097 0.307
H -2.3394 -0.3240 -0.8742 0.337
H -2.0723 -0.0640 0.8614 0.302
H -1.1124 1.9829 0.0926 0.360


C.
16
Properties=species:S:1:pos:R:3:mulliken_charge:R:1 method="wB97M-V/def2-TZVPD" charge=0 smiles=OCCCCO orbital_gap_ev=10.521
O 2.0356 0.3324 -0.0668 -0.591
C 1.2569 0.4925 1.0928 -0.413
C -0.1462 0.9972 0.7423 -0.593
C -1.1527 -0.0509 0.2379 -0.552
C -0.8739 -0.6242 -1.1433 -0.491
O 0.2456 -1.5083 -1.0773 -0.580
H 1.6288 -0.4069 -0.5500 0.411
H 1.2206 -0.4363 1.6920 0.263
H 1.7537 1.2572 1.7003 0.329
H 0.0361 1.7377 -0.0436 0.274
H -0.5954 1.5315 1.5931 0.336
H -2.1498 0.4078 0.1909 0.326
H -1.2362 -0.8899 0.9431 0.295
H -0.6778 0.1944 -1.8523 0.304
H -1.7551 -1.1786 -1.4963 0.385
H 0.4097 -1.8556 -1.9628 0.297


C (0.290 eV below the next structure)


A.
16
Properties=species:S:1:pos:R:3:mulliken_charge:R:1 method="wB97M-V/def2-TZVPD" charge=0 smiles=COC[C@@H](C)O orbital_gap_ev=10.804
C -1.5506 -0.7414 0.8738 -0.702
O -0.5307 -1.5440 0.2484 -0.491
C 0.1404 -0.8962 -0.8151 -0.413
C 0.9730 0.2853 -0.2368 0.306
C 0.4430 1.6264 -0.7214 -1.327
O 0.9520 0.2146 1.1763 -0.634
H -1.2237 0.2329 1.2644 0.327
H -2.3631 -0.5800 0.1619 0.312
H -1.8755 -1.3352 1.7282 0.261
H -0.5787 -0.5510 -1.5760 0.310
H 0.7925 -1.6349 -1.2990 0.311
H 2.0198 0.1804 -0.5489 0.354
H 0.8733 2.4426 -0.1362 0.343
H -0.6506 1.6855 -0.6486 0.291
H 0.7150 1.7666 -1.7744 0.377
H 0.7098 -0.7116 1.3625 0.373


B.
16
Properties=species:S:1:pos:R:3:mulliken_charge:R:1 method="wB97M-V/def2-TZVPD" charge=0 orbital_gap_ev=9.663
C 2.3636 -0.8768 -0.2654 -0.630
O 1.5314 0.1168 0.3812 -0.420
C 0.0470 0.5949 -0.3956 -0.604
C -0.9202 0.4348 0.7245 0.602
C -2.2546 0.4009 -0.1352 -1.310
O -0.5217 -0.6707 1.4145 -0.801
H 1.7500 -1.5685 -0.8505 0.303
H 3.0794 -0.3712 -0.9168 0.263
H 2.9357 -1.4773 0.4643 0.283
H -0.0257 -0.2326 -1.0954 0.256
H 0.0573 1.5918 -0.8579 0.363
H -1.0187 1.3524 1.3500 0.181
H -3.0225 0.1808 0.5961 0.334
H -2.2766 -0.3849 -0.9063 0.358
H -2.5093 1.3627 -0.6223 0.365
H 0.7849 -0.4531 1.1149 0.457


C.
16
Properties=species:S:1:pos:R:3:mulliken_charge:R:1 method="wB97M-V/def2-TZVPD" charge=0 smiles="C/C=C/CO.O" orbital_gap_ev=9.987
C 0.5628 -1.6840 -0.8205 -1.021
C -0.0316 2.1761 -0.9712 -0.476
O -1.4071 2.4156 -1.6482 -0.519
C -0.1845 0.7011 -0.7254 -0.237
C 0.6861 -0.1262 -1.2243 -0.025
H -0.4522 -1.9043 -0.4257 0.280
H 1.3310 -2.0974 -0.0607 0.255
H 0.9369 -2.1318 -1.7339 0.308
H -0.0867 2.6632 0.0419 0.228
H 1.0516 2.4869 -1.0448 0.331
H -1.2696 2.4132 -2.6300 0.306
H -1.1885 0.3531 -0.7641 0.304
H 1.6793 0.0993 -1.7243 0.265
H -0.4463 -1.1084 4.3074 0.313
H -0.9088 -2.4087 4.5334 0.302
O -0.2725 -1.8474 4.8905 -0.615


D.
16
Properties=species:S:1:pos:R:3:mulliken_charge:R:1 method="wB97M-V/def2-TZVPD" charge=0 smiles="CC(=O)[C@@H](C)O.[H][H]" orbital_gap_ev=10.509
C 1.5174 -0.8220 -0.0459 -1.111
C 0.5275 0.1000 0.6913 0.117
O 0.9500 1.4068 0.9675 -0.666
C -0.8643 0.3381 0.0839 0.722
C -1.7688 -0.7316 -0.3959 -1.306
O -1.3481 1.4425 0.3194 -0.590
H 1.8902 -0.3761 -0.9698 0.289
H 1.0661 -1.7937 -0.2987 0.344
H 2.3820 -1.0294 0.5934 0.338
H 0.2608 -0.3878 1.6425 0.300
H 0.9312 1.5854 -0.7428 0.040
H 0.5351 1.3346 -1.3452 0.037
H -1.2937 -1.5436 -0.9435 0.343
H -2.1804 -1.1224 0.5414 0.311
H -2.5859 -0.2795 -0.9592 0.345
H -0.0192 1.8787 0.8618 0.484


A (1.059 eV below the next structure)


A.
16
Properties=species:S:1:pos:R:3:mulliken_charge:R:1 method="wB97M-V/def2-TZVPD" charge=0 smiles="CC(=O)CO.C" orbital_gap_ev=9.763
C -0.3428 1.1961 -0.8841 -0.812
O -0.9197 1.8362 0.2208 -0.485
H -1.8641 1.6482 0.2384 0.322
H 0.6306 1.6516 -1.0847 0.386
H -0.9240 1.3065 -1.8056 0.404
H 0.9530 0.3678 0.3382 0.122
C -1.1703 -1.0886 0.1373 -1.215
C 1.7665 -0.3153 0.9549 -0.833
C -0.1463 -0.4880 -0.7917 0.750
O 0.2111 -1.0210 -1.8210 -0.570
H -2.1815 -0.8792 -0.2127 0.330
H -1.0320 -2.1671 0.1802 0.344
H 1.4433 -0.3608 1.9908 0.288
H 1.9602 -1.3123 0.5747 0.297
H 2.6692 0.2755 0.8379 0.306
H -1.0532 -0.6497 1.1267 0.366


B.
16
Properties=species:S:1:pos:R:3:mulliken_charge:R:1 method="wB97M-V/def2-TZVPD" charge=0 smiles=OCCCCO orbital_gap_ev=10.793
C 0.8395 -0.5598 0.1898 -0.529
C -0.4101 -0.4113 0.9939 -0.616
C -1.6916 0.3022 0.3615 -0.582
O -2.2186 -0.4438 -0.6477 -0.509
C 1.3125 0.6551 -0.4848 -0.292
O 1.7155 0.5655 -1.7989 -0.532
H 0.7197 -1.3494 -0.5660 0.368
H 1.5002 -0.9315 0.9194 0.320
H -0.2825 -0.0042 2.0233 0.363
H -0.8721 -1.4966 1.2157 0.228
H -1.4775 1.3102 0.0588 0.396
H -2.4821 0.3221 1.2965 0.259
H -1.5500 -0.3516 -1.4209 0.344
H 2.0435 1.2398 0.1236 0.316
H 0.4292 1.3448 -0.5400 0.140
H 2.4241 -0.1915 -1.7243 0.325


C.
16
Properties=species:S:1:pos:R:3:mulliken_charge:R:1 method="wB97M-V/def2-TZVPD" charge=0 smiles="C=CO.CCO" orbital_gap_ev=9.242
C -1.6870 -0.7114 -0.2775 -0.199
O -0.5790 -0.1878 -1.1133 -0.496
C -2.2851 0.4677 0.4858 -0.906
H -1.3474 -1.5060 0.3931 0.272
H -2.3927 -1.1249 -1.0111 0.255
H 0.2913 -0.5991 -1.1891 0.278
H -3.0942 0.1086 1.1536 0.321
H -2.6677 1.1831 -0.2625 0.261
H -1.5605 0.9669 1.1059 0.233
C 2.2254 0.2842 0.9579 -0.862
C 2.0412 -0.2822 -0.2827 0.046
O 2.0196 0.5938 -1.3377 -0.472
H 2.8530 -0.1631 1.7207 0.274
H 1.4086 0.9455 1.2259 0.257
H 2.2280 -1.3150 -0.5309 0.379
H 2.5465 1.3395 -1.0382 0.358


B (0.207 eV below the next structure)